w | This record from OMol25 describes a cluster of 2 separate species, C2H5NSi in total. The level of theory is ωB97M-V/def2-TZVPD.

```
! RIJCOSX wB97M-V def2-TZVPD def2/J DEFGRID3
* xyz 0 1
C -1.233 -0.812 -2.647
C -1.206 -0.290 -1.313
N -1.103 -1.288 -3.696
Si -0.268 1.445 -1.053
H -2.207 -0.256 -0.978
H -0.765 -1.024 -0.685
H -0.780 -0.329 2.051
H -0.156 -0.100 2.378
H -1.434 2.140 -0.453
*
```

- HOMO: -9.265 eV
- LUMO: -0.05230 Ha

x | This record from OMol25 describes a cluster of 2 separate species, C2H5NSi in total. The level of theory is ωB97M-V/def2-TZVPD.

```
! RIJCOSX wB97M-V def2-TZVPD def2/J DEFGRID3
* xyz 0 1
C 1.242 2.741 -0.274
C 1.334 1.644 0.253
N -0.899 -2.040 -0.424
Si -1.113 -1.855 1.284
H 1.775 3.523 -0.791
H -0.007 -2.473 -0.610
H -1.305 -1.653 -1.244
H 1.187 0.728 0.737
H -2.213 -0.614 1.069
*
```

- HOMO: -8.761 eV
- LUMO: -0.00054 Ha

Least stable = x

w | This record from OMol25 describes a cluster of 2 separate species, C2H4ClNO2 in total. The level of theory is ωB97M-V/def2-TZVPD.

```
! RIJCOSX wB97M-V def2-TZVPD def2/J DEFGRID3
* xyz 0 1
N 0.633 -1.244 0.315
C 0.554 -0.194 -0.565
O 1.566 1.040 -0.238
C 0.276 1.120 -0.074
O -0.557 1.856 0.346
H 0.952 -2.080 -0.104
H 0.791 -0.904 1.259
H 0.639 -0.307 -1.577
Cl -2.826 -0.142 0.009
H -2.028 0.855 0.629
*
```

- HOMO: -10.273 eV
- SMILES: N[C@@H]1OC1=O.Cl
- LUMO: 0.02090 Ha

x | This record from OMol25 describes the molecule C2H4ClNO2. The level of theory is ωB97M-V/def2-TZVPD.

```
! RIJCOSX wB97M-V def2-TZVPD def2/J DEFGRID3
* xyz 0 1
O 1.129 1.624 0.830
C 0.807 0.545 0.468
C -0.509 -0.047 1.029
Cl -1.660 -0.189 -0.278
N 1.448 -0.304 -0.351
O 0.667 -1.041 -1.236
H -0.296 -1.025 1.476
H -0.885 0.607 1.758
H 2.280 0.064 -0.829
H 0.838 -1.962 -0.960
*
```

- HOMO: -9.892 eV
- SMILES: O=C(CCl)NO
- LUMO: 0.02011 Ha

Least stable = x

w | This record from OMol25 describes the molecule C5H8S3. The level of theory is ωB97M-V/def2-TZVPD.

```
! RIJCOSX wB97M-V def2-TZVPD def2/J DEFGRID3
* xyz 0 1
C -0.071 -1.488 1.655
C 0.059 -1.178 0.155
S -1.543 -1.095 -0.721
C -2.028 0.645 -0.620
C -1.377 1.405 0.526
S 0.422 1.611 0.290
C 0.978 0.003 -0.066
S 2.532 -0.195 -0.552
H -0.675 -2.369 1.820
H -0.497 -0.658 2.220
H 0.939 -1.676 2.070
H 0.542 -2.018 -0.297
H -1.821 1.158 -1.556
H -3.095 0.696 -0.494
H -1.589 0.948 1.498
H -1.749 2.456 0.568
*
```

- HOMO: -8.620 eV
- SMILES: C[C@H]1SCCSC1=S
- LUMO: -0.00782 Ha

x | This record from OMol25 describes the molecule C5H8S3. The level of theory is ωB97M-V/def2-TZVPD.

```
! RIJCOSX wB97M-V def2-TZVPD def2/J DEFGRID3
* xyz 0 1
C 0.275 -1.077 -1.197
C 0.467 -0.227 -0.077
C -0.570 -0.006 0.924
C -1.721 0.548 0.105
S -3.274 -0.093 -0.128
S -1.332 2.178 -0.330
C 1.758 -0.335 0.605
S 1.640 1.280 -0.353
H 0.006 -2.161 -0.827
H -0.735 -0.603 -1.725
H 0.968 -1.099 -2.228
H -1.030 -0.880 1.250
H -0.198 0.688 1.650
H -0.285 2.715 0.378
H 2.489 -1.154 0.440
H 1.541 0.227 1.512
*
```

- HOMO: -8.818 eV
- SMILES: C[C@@]1(CC(=S)S)CS1
- LUMO: -0.02324 Ha

Least stable = x

w | This record from OMol25 describes a structure of composition C2H6ClN3. The level of theory is ωB97M-V/def2-TZVPD.

```
! RIJCOSX wB97M-V def2-TZVPD def2/J DEFGRID3
* xyz 0 1
C 0.165 -0.305 0.320
C -0.338 -1.669 -0.109
H 0.214 2.340 0.996
H 0.681 2.620 -0.978
H -1.378 0.739 -0.954
H 1.663 -0.969 1.222
H 0.433 -2.257 0.342
H -1.437 -1.698 0.368
N -0.267 2.299 -0.173
N -0.404 0.864 -0.214
N 1.210 0.048 1.040
Cl -0.541 -2.012 -1.859
*
```

- HOMO: -8.640 eV
- LUMO: 0.02758 Ha

x | This record from OMol25 describes the molecule C2H6ClN3. The level of theory is ωB97M-V/def2-TZVPD.

```
! RIJCOSX wB97M-V def2-TZVPD def2/J DEFGRID3
* xyz 0 1
H 0.170 2.072 -0.576
N 0.740 1.238 -0.401
C -0.052 0.291 -0.076
C -1.443 0.519 0.339
Cl -2.525 -0.691 -0.318
N 0.435 -0.971 0.145
N 1.779 -1.251 -0.235
H -1.467 0.526 1.455
H -1.763 1.448 -0.069
H -0.251 -1.626 0.017
H 2.086 -0.524 -0.889
H 2.291 -1.030 0.607
*
```

- HOMO: -9.358 eV
- SMILES: [H]/N=C(\CCl)NN
- LUMO: 0.03133 Ha

y | This record from OMol25 describes the molecule C2H6ClN3. The level of theory is ωB97M-V/def2-TZVPD.

```
! RIJCOSX wB97M-V def2-TZVPD def2/J DEFGRID3
* xyz 0 1
H 1.597 1.876 -0.919
N 0.768 1.897 -0.172
C 0.542 0.704 0.084
C -0.726 0.348 0.933
Cl -1.881 -0.425 -0.320
N 1.488 -0.141 -0.259
N 1.577 -1.542 0.169
H -0.871 -0.308 1.856
H -1.176 1.597 0.781
H 2.587 0.106 -0.472
H 1.484 -2.102 -0.621
H 2.619 -1.758 0.554
*
```

- HOMO: -9.115 eV
- SMILES: [H]/N=C(/CCl)NN
- LUMO: 0.01815 Ha

Least stable = w

w | This record from OMol25 describes the ion C3H9N2S with charge -1. The level of theory is ωB97M-V/def2-TZVPD.

```
! RIJCOSX wB97M-V def2-TZVPD def2/J DEFGRID3
* xyz -1 1
N -1.314 1.973 -1.512
C -0.621 0.644 -1.712
C -0.293 0.379 -0.187
N -1.193 0.140 1.024
C 0.738 -0.933 -0.153
S 1.507 -1.248 1.341
H -2.096 2.047 -2.170
H -1.825 1.982 -0.631
H -1.176 -0.197 -2.167
H 0.252 0.751 -2.286
H 0.373 1.270 0.074
H -1.818 0.916 1.139
H -0.590 0.314 1.829
H 1.429 -0.857 -1.128
H -0.052 -1.579 -0.389
*
```

- HOMO: -2.161 eV
- SMILES: NC[C@@H](N)C[S-]
- LUMO: 0.14220 Ha

x | This record from OMol25 describes the ion C3H9N2S with charge -1. The level of theory is ωB97M-V/def2-TZVPD.

```
! RIJCOSX wB97M-V def2-TZVPD def2/J DEFGRID3
* xyz -1 1
N -1.042 0.090 -2.529
C 0.022 0.215 -1.521
N -0.417 -0.118 -0.183
C 0.667 0.040 0.805
C 0.228 -0.037 2.252
S 1.429 0.644 3.409
H -1.330 -0.884 -2.535
H -1.854 0.565 -2.163
H 0.865 -0.392 -1.877
H 0.313 1.268 -1.476
H -0.747 -1.068 -0.149
H 1.165 0.992 0.583
H 1.478 -0.686 0.611
H -0.039 -1.091 2.430
H -0.737 0.462 2.343
*
```

- HOMO: -2.264 eV
- SMILES: NCNCC[S-]
- LUMO: 0.13780 Ha

Least stable = w

w | This record from OMol25 describes the molecule C2H7NS. The level of theory is ωB97M-V/def2-TZVPD.

```
! RIJCOSX wB97M-V def2-TZVPD def2/J DEFGRID3
* xyz 0 1
C -1.159 1.270 0.348
S -0.120 0.334 -0.805
C 1.061 -0.338 0.380
N 0.691 -1.614 0.991
H -0.493 1.850 0.987
H -1.822 1.956 -0.179
H -1.741 0.622 0.990
H 1.970 -0.492 -0.195
H 1.206 0.377 1.181
H -0.210 -1.524 1.446
H 0.551 -2.287 0.244
*
```

- HOMO: -8.587 eV
- SMILES: CSCN
- LUMO: 0.03884 Ha

x | This record from OMol25 describes a cluster of 2 separate species, C2H7NS in total. The level of theory is ωB97M-V/def2-TZVPD.

```
! RIJCOSX wB97M-V def2-TZVPD def2/J DEFGRID3
* xyz 0 1
C 1.715 1.048 2.065
C 0.842 0.185 1.440
H 1.467 1.484 2.976
H 2.733 1.121 1.745
H 1.041 -0.147 0.479
H -0.209 0.210 1.771
N -1.836 -0.936 -2.544
S -0.903 -0.040 -1.451
H -1.597 -0.635 -3.487
H -1.627 -1.954 -2.624
H -1.627 -0.336 -0.372
*
```

- HOMO: -8.648 eV
- SMILES: C=C.NS
- LUMO: 0.02471 Ha

Least stable = x